Entry 1:
Molecular formula: C19H30CoF10N2O3SSbTe
Method: DFT, wB97M-V/def2-TZVPD

- Energy relative to the best compared isomer or geometry (same formula, charge and spin): 0.0 kJ/mol
- Charge: -1
- Spin multiplicity: 2
- HOMO level (spin up / spin down): -4.75 / -5.87 eV
- <S²>: 0.755
- Frontier orbital gap (spin up / spin down): 7.1882 / 7.3827 eV

Each line ends with the Löwdin spin population.
Positions of all 68 atoms, in Å:
H  2.03821  1.40881  1.07248  0.00
H  -5.48661  -0.90735  -0.83178  0.00
H  3.62338  -0.61876  0.75501  0.00
C  -4.21115  -1.61785  0.73878  0.05
H  -3.68195  -4.12514  -1.11413  0.00
O  2.43275  -2.73342  1.28416  0.00
C  -4.45317  -0.36789  1.58655  0.01
F  0.56393  3.70994  -2.68310  0.00
Te  0.45682  1.81946  -2.56841  0.00
C  -1.31032  5.31054  1.48630  0.00
F  0.80727  -0.37901  -1.69393  0.00
H  -0.15026  -5.17660  -0.83901  0.00
C  -4.45487  -1.26444  -0.72732  0.00
N  2.02559  0.63772  0.41142  0.00
C  -0.03424  3.53722  2.45106  0.00
C  -2.10630  4.37093  0.85866  0.00
H  -5.47125  -0.00427  1.40112  0.00
H  -3.78418  -0.47552  -1.06584  0.00
H  -0.00553  -2.23793  3.33904  0.00
H  -3.75837  0.42915  1.32994  0.00
O  -0.05128  1.85977  -0.80183  0.00
H  -3.69252  -2.27575  3.91996  0.00
H  -1.10321  -3.77005  -2.55989  0.00
C  -0.43364  -3.24123  3.30040  0.01
H  -0.42773  -2.34870  -1.73781  0.00
H  -3.60514  -4.57894  2.78579  0.00
C  -5.16325  -2.72606  1.18252  0.02
F  -1.55188  6.61561  1.32519  0.00
S  -0.45018  0.85347  2.06432  0.04
H  -5.05867  -2.95818  2.24320  0.00
Co  0.21334  0.18362  0.01759  0.00
C  -2.81694  -4.62249  -0.67614  0.01
H  0.13641  -3.80339  2.56096  0.00
H  -0.62031  -5.07336  0.85398  0.00
C  -2.60748  -2.29172  4.02916  0.01
H  -2.51654  -5.42096  -1.36514  0.00
H  -5.03472  -3.64802  0.61657  0.00
Sb  -2.09521  -2.14174  1.00572  0.38
H  -2.23674  -1.26550  3.97255  0.00
H  -0.28180  -3.71252  4.28014  0.00
F  0.51049  5.79559  2.89894  0.00
H  -2.12481  -2.37113  -2.18556  0.00
C  -0.26797  4.89043  2.28886  0.00
C  -1.92856  -3.19039  3.00228  0.16
F  2.40420  1.97134  -1.95187  0.00
F  1.01184  3.18884  3.21537  0.00
H  -2.03928  -5.26728  2.33882  0.00
F  -2.66084  2.16819  0.41727  0.00
H  -4.33733  -2.12201  -1.39111  0.00
H  -6.19391  -2.38329  1.02676  0.00
H  -4.36282  -0.57112  2.65375  0.00
H  -2.38517  -2.67032  5.03510  0.00
C  -1.30494  -2.98795  -1.81706  0.00
H  2.43546  0.93722  -0.48246  0.00
C  -1.85766  3.02313  1.04038  0.00
C  -2.54022  -4.58377  3.02382  0.03
O  0.62959  -1.49976  0.77472  0.05
F  -3.11914  4.77644  0.08677  0.00
H  -3.12600  -5.09641  0.25742  0.00
C  -1.63243  -3.67196  -0.49239  0.03
N  2.65058  -0.49352  0.98518  0.00
F  -1.41944  2.04101  -3.09851  0.00
C  -0.41558  -4.47751  -0.03688  0.00
H  -2.43147  -5.00141  4.03440  0.01
H  0.45123  -3.84969  0.16242  0.00
C  -0.81804  2.56261  1.84260  0.01
F  -1.53792  -0.46334  -0.40977  0.14
C  1.89303  -1.67640  1.01398  0.00

Entry 2:
Molecular formula: C19H30F3N2O4S
Method: DFT, wB97M-V/def2-TZVPD

- Charge: +1
- HOMO level: -10.80 eV
- Frontier orbital gap: 7.4578 eV

Each line ends with the Mulliken charge.
Positions of all 59 atoms, in Å:
N  2.08207  -2.10031  1.38656  -0.01
C  6.22609  -0.07643  -2.49347  0.78
H  4.68305  1.32087  -1.92505  0.33
O  2.84949  -0.43206  0.11508  -0.63
H  -0.95894  5.51285  0.52576  0.43
H  5.83737  2.26175  -3.70765  0.31
S  -3.58160  -1.20684  1.34409  0.15
F  -6.87245  2.47760  -0.14045  -0.27
H  -1.69850  -1.30231  -0.09597  0.67
H  3.02902  -3.90019  1.86375  0.39
H  -2.65219  0.17412  -0.35973  0.62
H  1.26682  -1.51926  1.50157  0.09
F  -5.56170  2.69704  1.57798  -0.27
H  -2.14995  2.21657  2.98626  0.54
C  -4.38526  -2.29615  0.14333  -0.41
H  0.01303  3.92951  -1.12765  0.42
C  -0.56122  2.19410  -0.02382  -0.18
C  3.04906  -1.53103  0.61491  1.01
C  -5.64094  2.22088  0.31588  0.73
H  -5.37692  -0.05263  2.31005  0.68
O  -4.29668  -4.73243  0.21710  -0.53
H  1.98512  -3.26066  3.13448  0.31
H  -2.04404  4.65608  2.57192  0.44
C  -1.63134  3.97087  1.84455  -0.79
C  -2.24624  -0.49821  0.39712  -0.75
H  -0.13026  1.49500  -0.73202  0.46
H  4.81407  -2.49035  1.37553  0.40
C  4.32716  -2.30633  0.41699  -1.26
C  4.78537  0.37180  -2.45195  -1.06
O  -0.68595  -0.37855  2.17940  -0.62
C  -1.01820  4.44604  0.69309  -0.47
H  -6.27570  0.19634  0.07273  0.34
C  -0.47673  3.56355  -0.23553  -0.72
H  -5.36618  -2.52846  0.55454  0.55
H  4.12492  -3.26708  -0.05835  0.38
C  -1.28360  0.25072  1.35293  -0.07
H  -4.23308  -4.97869  1.14484  0.31
H  -3.18881  -3.63211  -1.06248  0.37
C  -3.53730  -3.58004  -0.03324  -0.67
F  -4.76133  2.91454  -0.42928  -0.25
H  4.20802  -0.37220  -1.91764  0.08
H  -4.47402  -1.73578  -0.78612  0.40
H  -4.00971  0.99632  1.94307  0.10
O  6.58168  -1.12762  -1.98106  -0.67
H  5.00746  -1.74473  -0.21856  0.11
H  7.46934  2.79211  -3.29714  0.28
C  2.09409  -3.38549  2.05578  -0.97
N  7.12480  0.72861  -3.11576  -0.18
H  -2.65485  -3.54811  0.61614  0.29
C  -5.33780  0.71753  0.26009  -0.86
H  8.06612  0.36856  -3.10226  0.24
C  6.88798  1.99921  -3.77038  -0.81
H  7.16824  1.94969  -4.82381  0.28
C  -4.65925  0.21893  1.53799  -0.20
H  4.38278  0.48237  -3.46060  0.37
C  -1.70527  2.60340  2.07677  -0.27
H  1.27704  -4.01735  1.70004  0.25
H  -4.70919  0.55373  -0.61496  0.32
C  -1.17496  1.72071  1.13455  0.49

Entry 3:
Molecular formula: C19H30F4IrN6O3
Method: DFT, wB97M-V/def2-TZVPD

- Energy relative to the best compared isomer or geometry (same formula, charge and spin): 0.0 kJ/mol
- Charge: +1
- HOMO level: -10.53 eV
- Frontier orbital gap: 7.8402 eV

Each line ends with the Mulliken charge.
Positions of all 63 atoms, in Å:
H  1.74604  4.33973  -2.42450  0.31
C  0.84100  2.88345  -3.74351  -0.51
O  1.64075  0.76159  -0.40154  -1.24
H  -0.07988  2.29739  -3.78750  0.15
H  2.62505  -0.74287  -3.32298  0.35
Ir  0.25800  -0.80591  -0.25572  3.13
C  1.10645  -0.21950  2.37272  -0.76
H  1.96107  1.27271  -4.64221  0.43
C  0.88995  3.65713  -2.44487  -0.73
H  2.84771  -3.74925  0.94810  0.33
H  0.67811  2.50664  0.73430  0.07
H  4.23140  -2.83294  0.38530  0.49
H  3.99558  0.37236  -3.08402  0.46
C  -2.55674  2.01730  1.20113  0.51
F  -4.16942  3.68775  1.26175  -0.32
O  1.07457  -1.93274  -1.77132  -0.84
H  1.30596  -2.42930  4.14033  0.32
C  3.14356  -2.82203  0.45908  -1.35
H  -1.08833  -4.15943  -1.33310  0.28
H  2.74525  -2.80598  -0.55196  0.14
O  0.86768  -3.93879  -2.75723  -0.66
H  -0.32293  1.26326  2.88654  0.53
H  1.47980  -0.48779  3.36076  0.64
N  1.26798  -1.40065  1.44690  0.30
H  -0.45013  3.62097  -0.06846  0.27
N  0.96746  2.72662  -1.32177  0.39
F  -1.10770  0.27694  -1.66345  -0.60
H  3.20800  -0.40196  -1.69416  0.12
H  -0.37993  -2.36168  2.28825  0.44
C  2.04264  1.96845  -3.80654  -0.72
N  -0.45146  -3.45618  -0.97979  -0.33
H  2.96645  2.53974  -3.94082  0.32
H  1.74178  0.56275  1.96452  0.43
C  1.58172  1.53609  -1.43072  0.29
C  -3.41915  2.86211  0.53529  0.24
N  -1.10204  -2.34915  -0.35366  -0.53
F  -2.51488  2.05815  2.54549  -0.34
H  -0.01189  4.25473  -2.30919  0.45
H  -1.90624  -2.03806  -0.90367  0.39
C  3.04503  0.02391  -2.67669  -1.08
H  0.65355  -3.39460  1.28927  0.47
C  1.32149  -3.14576  3.32048  -1.56
H  0.76288  -4.02132  3.65109  0.46
H  -1.45663  -2.65275  0.54889  0.37
C  -1.89546  1.14117  -0.87876  0.43
H  -4.22416  3.54463  -1.34849  0.53
C  0.55854  -3.11263  -1.93907  0.39
C  -1.71631  1.11786  0.51550  -0.20
C  -3.53310  2.88321  -0.84862  -0.59
N  -0.79229  0.29557  1.04868  -0.33
C  0.65395  -2.62267  2.05737  -1.00
H  2.34884  -3.46177  3.15155  0.31
H  -0.95447  -0.36127  3.06024  0.46
C  2.74517  -1.58650  1.23958  -0.50
H  3.19811  -1.59802  2.23383  0.63
F  -2.78403  1.93908  -2.88013  -0.33
H  1.22898  4.11403  0.22366  0.44
H  0.84497  3.56426  -4.59308  0.40
C  -0.32890  0.27515  2.42395  -1.06
C  0.58196  3.27064  -0.02822  -0.90
N  2.14342  1.16938  -2.58606  0.28
C  -2.74782  1.99231  -1.54446  0.22
H  3.08863  -0.68566  0.73602  0.30

Entry 4:
Molecular formula: C19H30N2O3
Method: DFT, wB97M-V/def2-TZVPD

- Energy relative to the best compared isomer or geometry (same formula, charge and spin): 15.0 kJ/mol
- Charge: 0
- HOMO level: -8.82 eV
- Frontier orbital gap: 9.5887 eV

Each line ends with the Mulliken charge.
Positions of all 54 atoms, in Å:
C  4.74216  0.80020  -0.15470  0.44
C  -6.92417  -1.79782  -2.49342  -1.71
C  0.48461  1.33873  0.88109  -1.18
H  -4.18040  0.11270  0.00455  0.34
H  -3.16267  0.70365  -1.31405  0.36
H  -7.54453  -2.62809  -2.16354  0.41
C  4.11430  -0.55148  -0.25358  -1.07
H  1.11033  3.14977  3.75990  0.42
O  1.62110  -0.61187  -1.56281  -0.71
C  1.66543  -0.47174  -0.35812  -0.04
C  -3.75860  -2.57699  -0.40246  -1.11
H  0.33983  3.69731  2.27145  0.36
C  5.34426  2.93847  -0.26776  -0.53
H  -5.52759  0.51887  -2.03583  0.39
C  -4.90516  -2.80869  -1.38009  -0.92
H  -7.55030  -0.91180  -2.57311  0.41
C  -2.89957  -1.39239  -0.84094  0.62
H  -2.43502  -1.61221  -1.80807  0.29
H  4.74941  -1.29096  0.24026  0.35
H  -6.53594  -2.03274  -3.48256  0.35
H  -1.47546  2.01246  2.78684  0.31
C  1.04789  2.98394  2.68710  -1.68
H  0.38302  -0.78811  1.36649  0.78
H  3.86011  2.06551  -1.69178  0.55
C  -0.73978  1.26494  3.07646  -1.45
O  5.63829  1.02815  0.83167  -0.37
H  -4.50007  -3.06885  -2.36160  0.32
H  2.76158  -0.33501  1.35118  0.28
O  -1.91651  -1.37008  1.36739  -0.72
C  0.59466  1.55461  2.39481  1.10
H  -4.14980  -2.37143  0.59534  0.27
H  -4.50332  -0.59129  -2.94985  0.34
H  6.72060  2.67289  1.46002  0.49
H  -6.20195  -1.32785  -0.52978  0.24
C  -4.91409  -0.38164  -1.95896  -0.97
H  -0.63052  1.29394  4.15797  0.43
C  -3.77246  -0.13828  -0.97716  -0.84
H  -0.60078  -0.38069  -1.31786  0.34
C  0.42423  -0.15516  0.47357  -0.03
H  2.02667  3.17822  2.25197  0.40
C  -1.81455  -1.10710  0.18525  0.08
H  -3.13691  -3.47220  -0.33468  0.42
C  4.52072  1.94861  -0.85740  -0.25
H  3.96110  -0.82565  -1.29974  0.41
H  -5.51248  -3.64914  -1.03786  0.40
C  5.99945  2.31957  0.75028  -0.47
H  -0.42183  1.82830  0.52086  0.54
C  -5.77875  -1.56111  -1.51328  0.74
H  1.35092  0.86911  2.79776  0.13
H  1.33292  1.81551  0.38174  0.23
H  -1.12166  0.28716  2.79337  0.30
H  5.43366  3.96306  -0.56451  0.42
N  2.80036  -0.54921  0.36656  -0.10
N  -0.73984  -0.46099  -0.31957  -0.14